[1]
34
Properties=species:S:1:pos:R:3:mulliken_charge:R:1 method="wB97M-V/def2-TZVPD" orbital_gap_ha="0.189 / 0.177" multiplicity=6 homo_energy_ev="-15.97 / -15.88" total_charge=+2 lumo_ev="-10.83 / -11.07"
I 0.3492 1.2272 -4.2153 0.291
I -0.4089 3.1209 -1.7280 0.073
Dy -0.0109 0.4762 -0.7883 0.410
P -2.6922 -0.0818 -0.0838 0.737
C -3.6394 1.0183 0.9947 -1.113
C -3.2522 0.2851 -1.8471 -1.029
H -4.3483 0.1997 -1.9670 0.393
H -4.4365 -1.9462 0.0617 0.410
H -2.7530 -0.4264 -2.5227 0.367
H -2.8073 -2.5064 -0.4058 0.299
H -3.3787 2.0494 0.7624 0.313
H -2.9851 1.3320 -2.0636 0.312
C -3.3465 -1.7974 0.2465 -1.059
H -4.7335 0.9723 0.9531 0.397
H -3.1505 -2.0477 1.3097 0.351
H -3.3780 0.7977 2.0297 0.339
P 2.6960 -0.0531 -0.0797 0.745
C 3.6283 1.0493 1.0064 -1.106
C 3.3635 -1.7658 0.2521 -1.054
H 2.7714 -0.4045 -2.5137 0.318
H 4.3599 0.2359 -1.9602 0.397
H 2.9845 1.3593 -2.0610 0.326
C 3.2622 0.3157 -1.8392 -1.061
H 2.8309 -2.4794 -0.4007 0.303
H 4.4553 -1.9048 0.0675 0.408
H 4.7236 1.0145 0.9691 0.393
H 3.3661 0.8268 2.0403 0.337
H 3.1701 -2.0210 1.3146 0.348
H 3.3605 2.0791 0.7753 0.331
Cl 0.0048 -1.6979 -1.7485 -0.320
N 0.0046 -1.3095 1.7513 -0.514
H -0.8447 -1.2279 2.3101 0.200
H 0.8526 -1.2186 2.3106 0.201
H 0.0096 -2.1250 1.1268 0.258

=====

[2]
31
Properties=species:S:1:pos:R:3:mulliken_charge:R:1 method="wB97M-V/def2-TZVPD" orbital_gap_ha=0.378 homo_energy_ev=-9.68 smiles=CC(C)C[C@H](C)N.O.O.O lumo_ev=0.61
C 1.2548 -2.2938 -0.6279 -1.403
C 0.5005 -1.6634 0.5545 1.240
C 0.3754 -2.6114 1.8081 -1.581
C -0.8962 -1.1793 0.1956 -1.732
C -1.1285 0.2954 0.1017 1.727
C -1.4407 0.9516 1.4290 -1.634
N -2.1705 0.5441 -0.9312 -0.819
H 2.0732 -2.9238 -0.3009 0.385
H 1.6168 -1.4912 -1.2750 0.256
H 0.5376 -2.8365 -1.2780 0.307
H 1.1614 -0.8275 0.7880 -0.077
H -0.2495 -3.4781 1.6543 0.362
H -0.1107 -1.9911 2.5744 0.374
H 1.3654 -2.8615 2.2116 0.412
H -1.6331 -1.5833 0.9266 0.463
H -1.3249 -1.7441 -0.6464 0.463
H -0.2642 0.8779 -0.2519 -0.216
H -1.3484 2.0396 1.4847 0.367
H -0.6600 0.5452 2.1055 0.320
H -2.3728 0.6156 1.9012 0.401
H -2.8694 -0.1828 -1.0363 0.220
H -2.7305 1.3788 -0.7917 0.175
O -0.6796 2.5750 -2.2243 -0.679
H -1.1236 3.0856 -1.5279 0.292
H -1.0053 1.6420 -2.1485 0.361
O 2.0497 2.4039 0.5933 -0.568
H 2.8763 2.8732 0.7774 0.280
H 1.9056 1.7144 1.2479 0.307
O 2.3561 2.2826 -2.5378 -0.641
H 2.4794 1.3246 -2.5229 0.291
H 1.4560 2.5181 -2.2531 0.346

=====

[3]
32
Properties=species:S:1:pos:R:3:mulliken_charge:R:1 method="wB97M-V/def2-TZVPD" orbital_gap_ha=0.372 homo_energy_ev=-9.64 smiles=CCCCCNCO.O.O.O lumo_ev=0.48
C -0.1950 -0.0831 -2.7115 -0.950
C 0.2607 1.2922 -2.0422 -0.227
C 1.6294 1.3258 -1.4506 -0.763
C 2.0587 0.3515 -0.3239 -0.639
C 1.1121 -0.5483 0.5395 -0.081
N 0.9130 -0.0839 1.9308 -0.435
C -0.1499 0.8139 2.3145 -0.340
O -0.7505 1.6209 1.2905 -0.634
H -0.5537 -0.7081 -1.9001 0.069
H 0.6002 -0.5770 -3.3130 0.307
H -1.0861 0.2119 -3.2454 0.398
H 0.1581 1.9164 -2.9748 0.361
H -0.6443 1.6874 -1.5205 0.154
H 1.8487 2.3336 -1.0571 0.285
H 2.2779 1.2554 -2.3489 0.370
H 2.8055 -0.3273 -0.7757 0.310
H 2.6364 0.9603 0.3623 0.314
H 1.5745 -1.5300 0.6591 0.353
H 0.1338 -0.8331 0.1452 -0.024
H 1.7904 0.3555 2.1801 0.290
H 0.3781 1.4161 3.0960 0.309
H -1.0720 0.3886 2.7133 0.253
H -0.0566 1.9526 0.7067 0.264
O -2.5328 -0.0115 0.0507 -0.663
H -1.8122 0.5484 0.4359 0.492
H -3.3142 0.5083 0.2862 0.262
O -0.7935 -2.4432 2.8726 -0.718
H -0.1053 -1.8388 2.5612 0.333
H -1.1944 -2.7711 2.0525 0.344
O -1.8482 -2.5954 0.1261 -0.655
H -2.3319 -1.7411 0.1361 0.385
H -1.7371 -2.8471 -0.7957 0.277

=====

[4]
33
Properties=species:S:1:pos:R:3:mulliken_charge:R:1 method="wB97M-V/def2-TZVPD" orbital_gap_ha="0.341 / 0.157" multiplicity=2 homo_energy_ev="-13.64 / -13.63" total_charge=+1 lumo_ev="-4.36 / -9.35"
C 1.1358 1.7096 -0.6556 -1.031
N 0.2520 0.8276 -1.3751 0.156
C -0.8992 1.4288 -1.9697 0.118
O -1.5878 0.7780 -2.6930 -0.368
C 1.1556 1.6377 0.9084 -0.323
C 0.8531 0.2722 1.5006 -0.322
C 1.6746 -0.8581 0.9224 0.111
C 3.0853 -0.6477 0.3965 -1.410
H 1.0714 2.7066 -1.0685 0.669
H 2.1489 1.5082 -1.1014 0.218
H 0.5732 -0.1397 -1.3649 0.304
H -0.9779 2.4755 -1.6022 0.483
H 0.6198 2.5847 1.1334 0.423
H 2.2186 1.7984 1.2461 0.280
H 0.9193 0.2463 2.6223 0.395
H -0.2089 0.0010 1.3066 0.127
H 1.8103 -1.6709 1.6614 0.523
H 1.1926 -1.1657 -0.0749 -0.335
H 3.7026 -0.2972 1.2893 0.338
H 3.5108 -1.5838 0.0678 0.452
H 3.2746 0.0412 -0.4260 0.213
H -2.7302 -1.4584 0.5199 0.271
H -1.3113 -1.5658 -0.3195 0.299
O -1.7619 -1.4280 0.5158 -0.581
H -1.2256 -1.6711 2.5100 0.314
H -1.5994 -1.2421 3.8950 0.325
O -1.3724 -2.0352 3.3902 -0.622
H -3.3231 1.1413 -2.1837 0.337
H -3.5457 1.8635 -0.7717 0.297
O -3.8470 1.7833 -1.6768 -0.612
H -2.2691 -2.8322 -2.2741 0.322
H -1.1269 -1.6937 -2.3669 0.312
O -1.4124 -2.5140 -1.9617 -0.681